1.
This record from OMol25 describes a molecular structure, C30H75BF4N5Na3O10 at a distorted geometry. The level of theory is ωB97M-V with the def2-TZVPD basis set.

## Properties
* E_tot: -3124.858619 Eh
* total charge: +2

The geometry in XYZ format:
```
128
Properties=species:S:1:pos:R:3:lowdin_charge:R:1
Na 2.768 4.024 0.484 0.862
Na 4.905 -0.104 1.796 0.821
Na 1.049 -0.195 -2.329 0.811
B -0.169 0.989 1.570 -1.415
F -0.495 0.699 2.825 0.195
F -0.866 0.106 0.742 0.097
F -0.550 2.221 1.160 0.158
F 1.222 0.708 1.459 0.042
C -2.091 -5.751 -1.448 -0.115
O -1.646 -6.338 -2.651 -0.200
C -2.577 -7.247 -3.090 -0.234
C -2.071 -7.801 -4.478 -0.226
N -0.978 -8.699 -4.364 -0.060
C -0.523 -9.053 -5.727 -0.171
C 0.207 -10.489 -5.765 -0.208
O 1.063 -10.690 -6.855 -0.189
C 2.234 -11.418 -6.514 -0.120
H -3.000 -5.158 -1.548 0.083
H -1.320 -5.045 -1.139 0.082
H -2.342 -6.473 -0.671 0.093
H -3.481 -6.662 -3.260 0.117
H -2.789 -8.069 -2.407 0.128
H -1.807 -6.921 -5.064 0.109
H -2.872 -8.329 -4.995 0.123
H -0.215 -8.203 -3.925 0.097
H 0.202 -8.335 -6.109 0.106
H -1.263 -9.056 -6.528 0.112
H -0.528 -11.288 -5.859 0.122
H 0.753 -10.509 -4.821 0.106
H 2.667 -11.780 -7.447 0.090
H 2.015 -12.374 -6.039 0.081
H 2.949 -10.967 -5.826 0.083
C 1.995 8.702 0.150 -0.099
O 1.699 7.364 -0.231 -0.231
C 1.240 7.265 -1.634 -0.177
C 2.362 7.588 -2.624 -0.214
N 3.570 6.829 -2.310 -0.057
C 4.692 7.274 -3.158 -0.205
C 5.267 8.643 -2.777 -0.237
O 6.435 8.768 -3.528 -0.177
C 6.952 10.041 -3.557 -0.124
H 1.085 9.267 0.349 0.098
H 2.673 9.223 -0.525 0.079
H 2.588 8.608 1.060 0.091
H 0.396 7.952 -1.703 0.122
H 0.727 6.324 -1.834 0.108
H 2.415 8.676 -2.569 0.113
H 2.026 7.315 -3.624 0.125
H 3.457 5.875 -2.620 0.090
H 4.520 7.223 -4.233 0.122
H 5.527 6.574 -3.114 0.116
H 5.291 8.740 -1.691 0.128
H 4.589 9.418 -3.137 0.116
H 6.404 10.553 -4.348 0.093
H 7.988 9.935 -3.879 0.098
H 6.892 10.688 -2.682 0.095
C 2.765 -2.602 2.164 -0.070
O 3.378 -1.990 3.304 -0.215
C 2.463 -1.909 4.348 -0.213
C 3.090 -0.904 5.390 -0.157
N 3.150 0.425 4.800 -0.081
C 3.611 1.475 5.669 -0.191
C 3.886 2.771 4.830 -0.231
O 2.804 3.354 4.167 -0.221
C 1.749 3.879 4.968 -0.066
H 2.460 -3.630 2.360 0.111
H 3.598 -2.596 1.461 0.074
H 2.012 -1.950 1.721 0.089
H 2.254 -2.846 4.864 0.129
H 1.437 -1.664 4.073 0.129
H 4.069 -1.304 5.654 0.123
H 2.493 -0.714 6.282 0.126
H 2.245 0.626 4.398 0.113
H 4.502 1.173 6.219 0.131
H 2.868 1.754 6.416 0.118
H 4.640 2.478 4.100 0.094
H 4.388 3.538 5.421 0.124
H 0.896 3.220 4.808 0.100
H 1.523 4.877 4.593 0.087
H 2.084 4.093 5.983 0.100
C -2.567 0.032 -2.922 -0.070
O -1.512 -0.746 -3.542 -0.262
C -1.969 -1.859 -4.409 -0.129
C -0.704 -2.493 -5.144 -0.191
N 0.190 -3.168 -4.206 -0.066
C 1.246 -3.809 -5.012 -0.206
C 2.262 -4.609 -4.164 -0.205
O 1.830 -5.925 -3.791 -0.204
C 2.863 -6.678 -3.182 -0.105
H -3.306 0.222 -3.700 0.089
H -2.219 0.967 -2.482 0.084
H -3.019 -0.573 -2.136 0.094
H -2.640 -1.509 -5.194 0.120
H -2.439 -2.668 -3.850 0.120
H -0.078 -1.787 -5.690 0.117
H -1.124 -3.243 -5.814 0.119
H -0.221 -3.949 -3.715 0.103
H 1.878 -3.085 -5.526 0.114
H 0.819 -4.452 -5.782 0.126
H 2.402 -4.047 -3.240 0.108
H 3.136 -4.715 -4.807 0.122
H 3.299 -6.139 -2.340 0.082
H 3.536 -7.029 -3.964 0.095
H 2.475 -7.571 -2.692 0.088
C -8.955 5.197 7.759 -0.132
O -7.725 4.609 7.610 -0.199
C -6.853 5.081 6.622 -0.213
C -5.678 4.138 6.217 -0.214
N -6.145 2.991 5.499 -0.061
C -5.067 2.160 4.964 -0.205
C -5.616 1.076 3.989 -0.186
O -6.415 0.018 4.598 -0.195
C -5.804 -0.690 5.677 -0.122
H -9.522 5.166 6.828 0.088
H -8.851 6.252 8.015 0.086
H -9.442 4.643 8.561 0.097
H -6.497 6.036 7.008 0.119
H -7.411 5.243 5.700 0.117
H -5.154 3.845 7.127 0.112
H -4.952 4.693 5.623 0.115
H -6.833 2.441 5.993 0.121
H -4.528 1.647 5.761 0.099
H -4.318 2.693 4.379 0.115
H -4.967 0.581 3.267 0.107
H -6.157 1.515 3.151 0.112
H -4.751 -0.942 5.553 0.080
H -6.245 -1.668 5.870 0.085
H -5.861 -0.082 6.580 0.077
```



2.
This record from OMol25 describes C2H2N2 in the gas phase at a distorted geometry. The level of theory is ωB97M-V with the def2-TZVPD basis set.

## Properties
* E_tot: -186.788465 Eh
* SMILES: C=C1N=N1
* total charge: 0

The geometry in XYZ format:
```
6
Properties=species:S:1:pos:R:3:lowdin_charge:R:1
C -0.288 -0.019 -0.012 -0.013
C -1.562 0.023 0.048 -0.429
N -2.822 0.633 -0.007 0.142
N -2.815 -0.637 -0.015 0.147
H 0.357 -0.989 -0.075 0.098
H 0.153 0.983 -0.040 0.055
```



3.
This record from OMol25 describes a molecular structure, C6H9Cl2GdInO4P at a distorted geometry. The level of theory is ωB97M-V with the def2-TZVPD basis set.

## Properties
* E_tot: -2750.774204 Eh
* spin multiplicity: 8
* expectation value of S²: 15.971
* total charge: +4

The geometry in XYZ format:
```
24
Properties=species:S:1:pos:R:3:lowdin_charge:R:1
Gd 0.698 -0.238 -5.032 1.482
In -0.346 1.390 -1.491 1.132
Cl -0.725 1.734 -4.476 0.135
Cl 1.727 -0.181 -2.464 0.067
C -0.955 -0.858 -0.546 0.054
C 0.172 0.953 -7.462 -0.150
C 0.491 -1.047 -7.753 -0.057
O -0.426 -1.390 0.309 0.213
O -0.136 1.618 -8.346 0.259
O 0.423 -1.316 -8.891 0.234
C 2.010 2.417 2.215 -0.130
P 0.282 2.138 2.070 0.600
C -0.203 0.929 3.296 -0.104
C -0.586 3.649 2.435 -0.122
O -0.023 1.714 0.664 -0.439
H 2.216 2.674 3.271 0.110
H 2.318 3.256 1.588 0.086
H 2.556 1.507 1.966 0.081
H -0.026 1.413 4.284 0.115
H -1.263 0.658 3.174 0.090
H 0.396 0.017 3.189 0.083
H -1.651 3.553 2.245 0.081
H -0.447 3.879 3.496 0.098
H -0.196 4.480 1.851 0.082
```



4.
This record from OMol25 describes a molecular structure, C44H36IrN4OP2Te. The level of theory is ωB97M-V with the def2-TZVPD basis set.

## Properties
* E_tot: -3047.052558 Eh
* spin multiplicity: 2
* expectation value of S²: 0.758
* total charge: +2

The geometry in XYZ format:
```
89
Properties=species:S:1:pos:R:3:lowdin_charge:R:1
Ir -0.782 0.231 1.243 1.056
C 3.429 -0.694 1.722 0.011
C 2.090 -0.536 1.070 -0.223
N 1.090 -0.114 1.791 -0.127
N 1.347 0.169 3.126 0.105
C 0.305 0.607 3.765 -0.410
O -0.872 0.760 3.172 -0.224
C 0.406 0.957 5.186 -0.161
C 1.611 0.799 5.873 -0.018
C 1.689 1.136 7.210 -0.055
C 0.569 1.632 7.869 -0.050
C -0.631 1.789 7.190 -0.055
C -0.716 1.453 5.849 -0.016
C 1.995 -0.788 -0.377 -0.219
C 3.070 -0.492 -1.129 0.013
C 2.959 -0.460 -2.571 -0.031
C 1.761 -0.465 -3.152 -0.002
C 0.488 -0.619 -2.355 -0.400
N 0.803 -1.197 -1.040 -0.170
H 3.302 -0.974 2.762 0.087
H 3.959 0.262 1.707 0.112
H 4.019 -1.440 1.198 0.098
H 2.477 0.412 5.353 0.111
H 2.621 1.013 7.745 0.114
H 0.633 1.894 8.917 0.116
H -1.500 2.172 7.706 0.113
H -1.649 1.565 5.315 0.113
H 3.995 -0.185 -0.665 0.125
H 3.858 -0.388 -3.168 0.124
H 1.667 -0.416 -4.227 0.101
H -0.096 -1.379 -2.880 0.085
Te -1.850 0.761 -3.768 1.522
C -0.700 -0.158 -5.274 -0.546
C 0.144 0.618 -6.056 -0.125
C 0.900 -0.025 -7.029 -0.118
N 0.852 -1.337 -7.244 0.093
C 0.016 -2.061 -6.508 -0.113
C -0.788 -1.521 -5.509 -0.115
C -0.469 0.594 -2.261 -0.640
P -0.536 -1.547 -0.065 0.891
C -0.028 -2.927 0.962 -0.332
C -0.471 -3.008 2.281 -0.089
C -0.108 -4.092 3.064 -0.046
C 0.702 -5.088 2.534 -0.040
C 1.148 -5.007 1.221 -0.047
C 0.783 -3.930 0.429 -0.072
C -1.886 -2.049 -1.123 -0.346
C -3.140 -1.491 -0.884 -0.106
C -4.239 -1.912 -1.618 -0.055
C -4.083 -2.891 -2.587 -0.039
C -2.834 -3.461 -2.819 -0.057
C -1.736 -3.051 -2.083 -0.082
P -0.542 1.415 -0.683 0.876
C 0.959 2.413 -0.564 -0.323
C 1.660 2.738 -1.724 -0.075
C 2.800 3.523 -1.647 -0.046
C 3.244 3.987 -0.417 -0.041
C 2.543 3.674 0.742 -0.046
C 1.404 2.892 0.672 -0.089
C -1.999 2.445 -0.343 -0.327
C -2.114 2.865 0.995 -0.118
C -3.206 3.612 1.415 -0.038
C -4.189 3.973 0.509 -0.031
C -4.069 3.594 -0.822 -0.037
C -2.990 2.837 -1.246 -0.101
H 0.218 1.690 -5.928 0.102
H 1.576 0.541 -7.660 0.120
H -0.017 -3.123 -6.723 0.119
H -1.452 -2.158 -4.938 0.083
H -1.106 -2.236 2.705 0.093
H -0.455 -4.158 4.086 0.119
H 0.989 -5.931 3.148 0.120
H 1.781 -5.783 0.814 0.118
H 1.142 -3.862 -0.590 0.109
H -3.265 -0.719 -0.128 0.094
H -5.213 -1.481 -1.431 0.120
H -4.939 -3.224 -3.158 0.122
H -2.724 -4.239 -3.563 0.122
H -0.772 -3.520 -2.246 0.119
H 1.317 2.381 -2.686 0.100
H 3.340 3.776 -2.550 0.119
H 4.133 4.601 -0.360 0.120
H 2.882 4.043 1.701 0.119
H 0.875 2.658 1.588 0.085
H -1.339 2.663 1.724 0.064
H -3.270 3.924 2.448 0.124
H -5.034 4.565 0.831 0.124
H -4.818 3.897 -1.542 0.123
H -2.925 2.604 -2.294 -0.005
```